Record 1
DFT (ωB97M-V/def2-TZVPD) results for a structure of composition C54H50N6O9STeV.

Summary:
gap between HOMO and LUMO (spin up / spin down) = 6.3 / 6.9 eV
LUMO level (spin up / spin down) = -0.71 / -0.72 eV
energy relative to the best compared isomer or geometry (same formula, charge and spin) = 0.000 eV
multiplicity = 4
HOMO level (spin up / spin down) = -6.97 / -7.59 eV
electronic energy = -127995.08264 eV

Geometry as XYZ:
```
122
Properties=species:S:1:pos:R:3:forces:R:3
V -0.44422 -0.10297 -0.05484 0.487 0.102 0.386
C 2.25462 2.25935 5.96231 0.008 0.024 0.097
C 2.00650 1.62604 4.62002 -0.027 0.030 -0.036
C 2.56686 0.39476 4.28341 -0.006 -0.068 -0.043
C 2.34874 -0.19559 3.05424 -0.210 0.053 -0.179
C 2.86538 -1.58542 2.83858 0.150 0.126 0.158
O 2.78230 -2.38428 3.75594 -0.053 -0.070 0.074
C 3.50861 -1.99170 1.55466 -0.073 0.094 -0.068
C 3.66293 -3.35142 1.29904 -0.041 0.025 -0.004
C 4.20610 -3.77350 0.09589 0.003 -0.032 0.001
C 4.61261 -2.83865 -0.84605 0.018 -0.037 -0.040
C 4.49262 -1.48100 -0.58233 -0.004 0.021 0.013
C 3.94035 -1.05784 0.61421 -0.046 -0.082 0.026
C 1.48242 0.41207 2.09969 0.276 -0.289 -0.106
O 1.20991 -0.23778 1.01620 -0.072 0.011 0.080
C 0.94187 1.69156 2.41086 -0.024 -0.014 0.021
C 1.21534 2.24464 3.67265 0.037 -0.011 0.045
C 0.12533 2.45961 1.46861 0.002 -0.082 -0.190
N -0.43386 1.96023 0.40509 0.055 0.096 0.091
C -1.05495 2.85441 -0.58867 -0.036 -0.123 0.074
C -0.53326 2.62529 -2.00479 -0.008 0.095 0.040
Te 1.58574 2.76789 -2.26701 0.098 -0.128 0.064
C 1.50793 4.85346 -2.62550 -0.038 0.144 0.019
C 0.98059 5.34058 -3.82105 -0.001 -0.028 -0.004
C 0.90629 6.70572 -4.05898 -0.011 -0.019 -0.029
C 1.37524 7.60421 -3.11109 -0.001 0.044 -0.005
C 1.91812 7.13206 -1.92646 0.001 -0.007 0.032
C 1.97886 5.76553 -1.68414 0.009 -0.033 -0.043
C -0.01994 3.91337 1.80031 -0.077 0.040 -0.051
C 1.08530 4.75483 1.76253 -0.004 -0.007 -0.045
C 0.94791 6.09900 2.07338 0.024 0.014 -0.001
C -0.28847 6.60452 2.44859 -0.021 0.016 0.010
C -1.39073 5.76296 2.50894 0.005 0.017 0.006
C -1.25771 4.42245 2.18063 0.016 -0.031 -0.024
H 2.84608 1.60090 6.59864 -0.004 0.001 -0.008
H 1.31894 2.46807 6.48501 0.005 0.010 -0.014
H 2.79710 3.20312 5.87228 -0.011 -0.010 -0.019
H 3.18098 -0.13338 5.00589 -0.008 -0.012 -0.020
H 3.34114 -4.06240 2.04882 0.009 0.012 0.003
H 4.30909 -4.83223 -0.11026 0.004 0.011 0.008
H 5.01662 -3.16818 -1.79509 -0.001 0.016 0.003
H 4.79123 -0.75692 -1.32775 0.002 0.003 0.003
H 3.81606 -0.00209 0.81015 0.000 0.037 0.006
H 0.77056 3.19697 3.92964 -0.006 0.031 0.009
H -0.91076 3.89923 -0.32843 0.052 0.086 0.011
H -2.13740 2.67106 -0.58283 0.027 -0.007 0.010
H -0.95377 3.38845 -2.66146 -0.053 -0.040 0.012
H -0.79321 1.64782 -2.39748 0.010 -0.030 0.056
H 0.63497 4.64476 -4.57703 -0.003 0.003 0.009
H 0.49323 7.06743 -4.99271 0.000 -0.004 0.013
H 1.32205 8.66934 -3.29889 0.004 -0.012 0.000
H 2.29086 7.82695 -1.18355 -0.006 -0.006 -0.010
H 2.39739 5.40434 -0.75509 0.006 -0.012 0.043
H 2.05100 4.34770 1.48921 0.006 -0.012 -0.010
H 1.81073 6.75190 2.03133 -0.007 -0.008 -0.003
H -0.39327 7.65240 2.69907 0.004 -0.009 -0.003
H -2.35492 6.15127 2.81115 0.008 -0.004 -0.003
H -2.11635 3.76226 2.22290 0.004 -0.006 0.000
O -1.96688 0.67196 -6.94175 -0.003 -0.015 0.033
C -3.26927 0.49024 -6.43727 0.031 0.026 -0.049
N -3.10739 0.46104 -5.00322 -0.038 -0.053 0.060
C -4.16532 0.20610 -4.20509 -0.077 0.009 -0.014
O -5.28479 0.00452 -4.64707 0.068 0.021 0.013
C -3.90212 0.18220 -2.72833 0.093 -0.025 0.038
C -4.95510 0.41737 -1.85161 0.016 -0.025 -0.003
C -4.71545 0.37941 -0.48892 -0.013 -0.089 -0.018
C -3.43377 0.10474 -0.04363 -0.131 0.041 -0.036
N -2.41474 -0.10965 -0.88297 -0.185 0.026 -0.081
C -2.65186 -0.08959 -2.19801 -0.043 -0.016 0.006
H -2.00823 0.72400 -7.90004 0.016 0.014 -0.025
H -3.71335 -0.45263 -6.76689 -0.024 0.000 0.010
H -3.93327 1.31131 -6.72706 -0.015 -0.005 0.001
H -2.21713 0.76167 -4.63992 -0.001 0.014 -0.035
H -5.93931 0.61160 -2.25727 0.005 0.006 -0.003
H -5.50511 0.54608 0.23003 -0.011 0.010 -0.023
H -3.20288 0.04437 1.01504 0.007 0.014 -0.011
H -1.79203 -0.31185 -2.82076 -0.011 -0.008 -0.013
C -3.10335 -6.17785 3.36776 0.045 -0.073 -0.009
C -3.73650 -5.08396 4.21539 -0.020 0.079 0.002
C -2.71000 -4.09367 4.74243 0.077 -0.093 -0.003
N -2.18596 -3.26721 3.64857 -0.031 0.093 0.079
C -1.31260 -2.26815 3.81525 0.010 -0.059 0.090
S -1.37696 -0.81205 2.98621 -0.154 0.189 -0.263
N -0.37339 -2.42416 4.79437 0.168 0.194 0.158
C 0.24904 -3.59899 5.26951 -0.096 -0.297 -0.114
O 0.64276 -3.64863 6.40541 0.082 0.049 -0.035
C 0.42315 -4.71659 4.29327 0.067 0.029 0.044
C 0.47292 -6.01788 4.78368 0.033 0.073 -0.049
C 0.68733 -7.07378 3.91308 0.015 -0.005 0.003
C 0.87981 -6.82605 2.55950 0.007 -0.077 0.043
C 0.85937 -5.52608 2.07526 -0.069 0.036 -0.068
C 0.61905 -4.46841 2.93830 -0.006 -0.032 0.018
H -3.85380 -6.87509 2.99337 -0.003 0.023 0.003
H -2.37803 -6.74484 3.95493 -0.018 -0.004 0.017
H -2.57807 -5.76751 2.50643 -0.022 0.003 0.041
H -4.24801 -5.52074 5.07552 0.016 -0.004 0.017
H -4.50512 -4.54562 3.65058 0.022 -0.005 -0.028
H -1.90293 -4.65844 5.20904 -0.071 0.045 0.023
H -3.14237 -3.43359 5.50010 -0.025 -0.022 0.004
H -2.79342 -3.14083 2.85254 -0.038 -0.015 -0.046
H 0.07495 -1.57541 5.11273 -0.050 0.055 -0.046
H 0.34979 -6.18004 5.84706 0.002 -0.016 -0.002
H 0.71775 -8.08846 4.28876 -0.003 0.010 -0.003
H 1.06127 -7.65023 1.88096 -0.008 0.005 0.007
H 1.04482 -5.33863 1.02353 -0.012 0.033 0.025
H 0.62634 -3.44773 2.57343 0.000 -0.036 -0.047
O 2.30773 -1.13404 -2.92164 -0.065 0.052 0.044
C 1.30293 -1.18403 -2.23879 0.012 -0.099 -0.035
O 0.63127 -0.18285 -1.77963 -0.113 0.074 0.058
C 0.64054 -2.53950 -1.99605 -0.047 0.044 0.020
C 0.76289 -3.49459 -3.00038 0.012 -0.007 -0.016
C 0.02633 -4.66934 -2.97506 0.009 0.004 0.000
C -0.87345 -4.89980 -1.94667 0.091 0.033 -0.041
C -0.96244 -3.95152 -0.94572 -0.242 0.015 0.200
C -0.20177 -2.79398 -0.91706 0.259 0.037 -0.258
N -1.98214 -4.15215 0.09890 0.618 -0.054 -0.102
O -2.29965 -3.18276 0.75491 -0.202 0.473 0.139
O -2.43730 -5.25875 0.25219 -0.245 -0.420 -0.117
H 1.44590 -3.27326 -3.81036 -0.012 -0.017 -0.006
H 0.12677 -5.39377 -3.77195 0.008 0.005 -0.003
H -1.49664 -5.78122 -1.91334 -0.007 0.022 0.020
H -0.18760 -2.18974 -0.00460 -0.161 -0.217 -0.079
```
Positions in Å, forces in eV/Å.

Record 2
DFT (ωB97M-V/def2-TZVPD) results for a structure of composition C54H52FGeN4NiO3P.

Summary:
gap between HOMO and LUMO (spin up / spin down) = 7.1 / 7.0 eV
LUMO level (spin up / spin down) = -4.83 / -4.86 eV
energy relative to the best compared isomer or geometry (same formula, charge and spin) = 0.000 eV
multiplicity = 3
HOMO level (spin up / spin down) = -11.93 / -11.87 eV
net charge = +2
electronic energy = -178499.45967 eV

Geometry as XYZ:
```
117
Properties=species:S:1:pos:R:3:forces:R:3
Ni 0.82741 -0.01876 -0.02577 -0.106 -0.069 0.014
C -4.61784 1.71795 -4.52893 0.003 0.010 -0.013
C -4.63958 0.28870 -4.01800 0.040 -0.048 0.003
N -3.36006 -0.11757 -3.40621 -0.024 -0.003 0.024
C -3.23801 -0.05628 -2.07732 0.015 0.007 -0.024
C -2.10898 -0.38504 -1.37094 -0.018 -0.022 0.025
C -2.25127 -0.33723 0.11651 0.101 0.106 -0.067
O -3.31785 -0.20568 0.65111 -0.008 -0.054 -0.010
O -1.09954 -0.46462 0.80298 0.015 -0.159 -0.072
C -0.95727 -0.84900 -2.07543 -0.015 0.037 0.080
O 0.12495 -1.19786 -1.55351 0.020 0.026 -0.014
C -1.09177 -0.90545 -3.53186 0.022 0.012 -0.047
C 0.01277 -1.29170 -4.29570 0.017 0.035 0.018
C -0.08368 -1.32909 -5.65688 -0.013 -0.037 -0.031
F 0.97473 -1.75167 -6.37121 0.016 -0.005 -0.008
C -1.25932 -0.96365 -6.33168 0.043 0.023 -0.002
C -2.34342 -0.56396 -5.57297 -0.014 0.020 0.039
C -2.27857 -0.53581 -4.17430 -0.047 0.016 -0.029
N -1.39817 -0.98896 -7.74932 -0.053 -0.048 -0.027
C -2.22078 -2.05810 -8.30950 0.002 -0.014 -0.008
C -2.96078 -1.49704 -9.53271 0.025 0.035 -0.040
N -2.17339 -0.32097 -10.05289 0.024 -0.030 0.028
C -0.70247 -0.62131 -10.05131 -0.068 0.023 -0.016
C -0.22897 -0.74415 -8.59238 -0.003 0.026 0.020
H -5.59209 1.97674 -4.94336 0.000 -0.015 0.005
H -3.86294 1.85899 -5.30266 0.001 0.007 0.007
H -4.39422 2.41268 -3.71948 0.004 -0.007 0.000
H -4.88083 -0.42803 -4.80292 0.001 0.012 0.004
H -5.39912 0.16547 -3.24926 -0.011 0.019 0.006
H -4.11432 0.26699 -1.52919 0.004 -0.012 0.016
H 0.93978 -1.56534 -3.80555 -0.009 -0.003 0.004
H -3.23555 -0.24130 -6.09033 0.011 -0.003 -0.009
H -2.94697 -2.39944 -7.57687 0.005 0.013 0.022
H -1.61085 -2.92493 -8.59124 0.003 0.005 -0.001
H -3.95421 -1.12673 -9.28887 -0.003 -0.009 0.016
H -3.03809 -2.21978 -10.34218 -0.008 -0.009 0.003
H -2.33740 0.46959 -9.42772 0.002 0.010 0.014
H -2.49448 -0.05836 -10.98422 -0.001 -0.007 -0.019
H -0.18735 0.17324 -10.58504 0.012 -0.003 -0.001
H -0.58465 -1.54879 -10.60814 0.019 -0.005 0.007
H 0.24919 0.17950 -8.26804 0.003 -0.002 0.020
H 0.51303 -1.54273 -8.54949 0.014 -0.006 -0.002
N 0.79823 1.79515 -0.06289 -0.030 0.110 0.031
C 0.50971 2.94126 -0.48886 -0.100 -0.134 -0.082
C 0.83869 4.15441 0.32147 0.027 0.041 0.035
C 1.30098 5.31998 -0.28238 0.013 0.021 -0.002
C 1.66308 6.41310 0.49235 -0.004 0.000 -0.003
C 1.54699 6.35614 1.87327 -0.011 -0.015 0.009
C 1.07787 5.19805 2.48171 0.010 0.031 -0.010
C 0.73432 4.10146 1.70937 0.007 -0.039 -0.022
C -0.19332 3.13805 -1.80738 0.040 0.022 -0.010
C -1.10554 4.17622 -1.98223 -0.009 0.015 -0.004
C -1.76068 4.34215 -3.19506 0.007 0.004 0.022
C -1.49642 3.48341 -4.25265 0.019 0.005 -0.010
C -0.59458 2.44025 -4.08408 -0.010 -0.019 0.009
C 0.04162 2.26263 -2.86505 0.007 0.010 0.041
H 1.39032 5.37356 -1.36083 -0.006 -0.008 0.003
H 2.03303 7.31138 0.01586 -0.001 -0.002 0.004
H 1.81683 7.21356 2.47540 0.003 -0.004 -0.001
H 0.97775 5.15592 3.55855 -0.001 -0.004 -0.002
H 0.37436 3.18966 2.16951 -0.008 0.020 0.006
H -1.29900 4.86206 -1.16746 -0.004 -0.002 -0.004
H -2.46318 5.15639 -3.31839 0.002 -0.002 0.004
H -1.98167 3.64163 -5.20814 0.004 -0.007 -0.003
H -0.37137 1.76893 -4.90721 0.001 0.006 0.007
H 0.74829 1.45328 -2.72929 -0.007 -0.007 -0.003
Ge -0.89965 -1.78217 2.16000 -0.073 0.153 0.092
C -2.35381 -1.69595 3.39556 -0.023 -0.010 0.032
C -3.49606 -2.47066 3.20237 -0.024 -0.022 -0.014
C -4.54428 -2.40470 4.10673 0.030 0.017 0.009
C -4.45190 -1.56664 5.20995 0.002 0.002 -0.002
C -3.31379 -0.79831 5.41455 -0.031 -0.012 -0.003
C -2.26444 -0.86461 4.51109 0.016 0.012 -0.001
C 0.79844 -1.14960 2.81025 0.049 -0.056 -0.019
C 0.99507 0.22092 3.00365 -0.005 0.000 -0.012
C 2.18826 0.69089 3.53348 0.014 -0.019 0.006
C 3.18575 -0.20733 3.88925 -0.015 0.005 0.016
C 2.99909 -1.57184 3.70525 0.000 0.003 -0.015
C 1.81157 -2.04192 3.16462 0.048 0.019 -0.012
H -0.83964 -3.07171 1.33389 -0.007 0.010 -0.003
H -3.57367 -3.12984 2.34494 0.000 0.007 0.001
H -5.42996 -3.00744 3.95653 0.004 -0.001 -0.004
H -5.26890 -1.51793 5.91782 0.004 0.004 0.000
H -3.24351 -0.15392 6.28072 0.006 -0.001 -0.005
H -1.37328 -0.27152 4.68400 -0.007 -0.006 0.000
H 0.21637 0.92544 2.73308 0.011 -0.010 0.013
H 2.33667 1.75441 3.67079 -0.003 0.001 0.000
H 4.11146 0.15628 4.31728 0.000 0.003 -0.001
H 3.77784 -2.26981 3.98363 -0.002 0.002 -0.001
H 1.68363 -3.10844 3.02026 -0.012 -0.015 -0.017
C 4.26834 0.56383 0.33002 -0.022 0.008 0.091
P 3.04647 -0.54826 -0.41799 0.121 -0.020 -0.062
C 3.39671 -0.43124 -2.20122 0.015 -0.070 -0.029
C 3.72767 -1.53833 -2.97925 -0.030 0.000 0.009
C 3.94246 -1.39339 -4.34354 -0.007 0.022 -0.017
C 3.82950 -0.14525 -4.94052 -0.006 -0.039 -0.001
C 3.50204 0.96225 -4.17025 -0.026 0.021 0.033
C 3.28544 0.81886 -2.80748 0.007 0.043 -0.022
C 3.51535 -2.23206 0.05118 -0.025 0.002 0.004
C 2.56848 -3.24217 -0.12750 -0.021 0.019 0.001
C 2.86422 -4.54901 0.22583 0.015 -0.023 0.040
C 4.10207 -4.85431 0.77914 -0.016 0.002 -0.008
C 5.04506 -3.85389 0.96463 -0.011 0.017 -0.011
C 4.75545 -2.54640 0.59691 0.033 -0.011 0.005
H 5.27298 0.38542 -0.05037 -0.002 -0.001 -0.016
H 4.24393 0.42975 1.41198 0.010 0.010 -0.019
H 3.97371 1.59101 0.11485 -0.004 -0.002 -0.014
H 3.82601 -2.51593 -2.52420 0.009 0.012 0.016
H 4.21316 -2.25741 -4.93661 -0.004 0.001 -0.003
H 4.01283 -0.03411 -6.00154 0.001 0.002 0.001
H 3.42155 1.94169 -4.62476 0.010 -0.004 -0.001
H 3.02951 1.69032 -2.21340 0.002 -0.011 0.000
H 1.59681 -3.00239 -0.54837 0.008 0.005 -0.001
H 2.12860 -5.32963 0.07984 0.002 0.006 -0.001
H 4.33131 -5.87233 1.06523 -0.002 0.001 -0.004
H 6.01031 -4.09071 1.39246 -0.004 0.002 0.001
H 5.50261 -1.77747 0.74606 -0.009 0.000 0.001
```
Positions in Å, forces in eV/Å.

- electronic energy of number 2 (C54H52FGeN4NiO3P)?
  -178499.45967 eV

- Among the records above, which one has the lowest electronic energy?
  C54H52FGeN4NiO3P

- Among the records above, which one has the highest multiplicity?
  C54H50N6O9STeV